No. 1
ORCA calculation (ωB97M-V/def2-TZVPD) on an isolated molecule of C16H15BrN2O3S in a non-equilibrium geometry.

Positions of all 38 atoms, in Å:
C1 0.575 7.500 -0.500
C2 0.889 6.037 -0.224
O1 -0.223 5.196 -0.539
C3 -1.172 5.068 0.387
O2 -1.157 5.611 1.459
C4 -2.248 4.099 -0.072
C5 -1.932 2.763 0.528
C6 -2.040 2.432 1.844
S1 -1.533 0.805 2.120
C7 -1.206 0.705 0.412
N1 -0.720 -0.446 -0.146
C8 -0.463 -1.563 0.610
O3 -0.668 -1.562 1.811
C9 0.063 -2.703 -0.147
C10 0.364 -3.844 0.488
C11 0.893 -5.062 -0.092
C12 1.144 -5.214 -1.459
C13 1.651 -6.398 -1.956
C14 1.922 -7.461 -1.110
C15 1.673 -7.313 0.245
Br1 2.039 -8.766 1.424
C16 1.165 -6.137 0.759
N2 -1.453 1.772 -0.272
H1 0.272 7.632 -1.536
H2 -0.230 7.835 0.149
H3 1.457 8.105 -0.308
H4 1.702 5.681 -0.860
H5 1.150 5.899 0.830
H6 -2.234 4.016 -1.156
H7 -3.214 4.454 0.285
H8 -2.376 3.054 2.647
H9 -0.556 -0.425 -1.142
H10 0.191 -2.571 -1.210
H11 0.197 -3.862 1.558
H12 0.940 -4.401 -2.138
H13 1.840 -6.503 -3.014
H14 2.318 -8.388 -1.494
H15 0.980 -6.044 1.818

Output
Largest force on an atom = 1.09 eV Å⁻¹
SMILES string = CCOC(=O)Cc1csc(NC(=O)/C=C/c2cccc(Br)c2)n1
Gap between HOMO and LUMO = 7.8 eV
Energy relative to the best compared isomer or geometry (same formula, charge and spin) = 1.5 kJ/mol
LUMO = -0.577 eV


No. 2
ORCA calculation (ωB97M-V/def2-TZVPD) on a structure of composition C30H47Cl2MnN4O6S2Si in a non-equilibrium geometry.

Positions of all 93 atoms, in Å:
C1 -1.986 0.010 -5.948
C2 -0.984 -0.555 -4.948
H1 -1.473 0.641 -6.690
H2 -2.785 0.575 -5.449
H3 -2.452 -0.828 -6.494
C3 -0.019 -1.474 -5.359
C4 -0.337 -2.536 -6.327
H4 0.991 -1.450 -4.943
H5 -0.087 -2.289 -7.378
H6 -1.416 -2.795 -6.262
H7 0.215 -3.461 -6.097
Mn1 0.910 1.398 1.174
Cl1 -1.276 2.272 1.142
C5 0.303 -1.332 1.695
O1 1.213 -0.446 1.826
N1 0.512 -2.567 2.140
C6 1.765 -2.877 2.806
C7 -0.578 -3.504 2.374
H8 -0.622 -1.145 1.123
H9 2.610 -2.517 2.215
H10 1.827 -3.966 2.908
H11 1.791 -2.411 3.799
H12 -1.420 -3.299 1.698
H13 -0.932 -3.420 3.418
H14 -0.202 -4.525 2.204
H15 2.745 3.513 5.110
H16 -0.855 3.893 5.513
C8 2.228 4.280 4.515
C9 -0.239 4.592 4.940
N2 0.850 3.873 4.289
H17 2.740 4.391 3.553
C10 0.597 2.914 3.428
O2 1.531 2.436 2.689
H18 -0.880 5.066 4.190
H19 -0.440 2.559 3.340
H20 2.215 5.231 5.058
H21 0.160 5.374 5.584
H22 2.564 0.509 -3.594
H23 3.320 -2.117 -3.347
C11 3.581 0.587 -3.166
C12 4.114 -1.772 -2.663
N3 3.794 -0.442 -2.163
H24 3.730 1.572 -2.723
C13 3.772 -0.177 -0.821
O3 3.803 0.937 -0.297
H25 4.204 -2.458 -1.810
H26 3.700 -1.110 -0.221
H27 4.292 0.428 -3.987
H28 5.065 -1.765 -3.223
O4 -0.464 0.413 -3.827
C14 -1.421 -0.534 -3.458
C15 0.412 -1.820 -2.329
C16 -0.959 -1.644 -2.587
H29 1.097 -1.036 -2.651
C17 0.892 -2.905 -1.601
H30 -2.433 -0.118 -3.309
C18 -1.834 -2.655 -2.147
H31 1.965 -2.983 -1.392
C19 0.005 -3.874 -1.130
C20 -1.356 -3.770 -1.451
H32 -2.906 -2.518 -2.322
H33 0.372 -4.709 -0.525
H34 -2.055 -4.544 -1.113
Si1 0.341 2.681 -2.850
Cl2 0.670 0.787 -0.904
C21 1.904 3.523 -2.124
C22 -1.036 3.652 -2.056
C23 0.453 2.501 -4.677
H35 1.808 3.719 -1.044
H36 2.000 4.503 -2.618
H37 2.845 2.990 -2.297
H38 1.396 2.013 -4.964
H39 0.460 3.511 -5.102
H40 -0.412 1.986 -5.109
H41 -0.850 3.823 -0.981
H42 -2.012 3.169 -2.187
H43 -1.053 4.640 -2.547
O5 -0.538 1.109 5.027
S1 -0.865 -0.266 4.716
O6 0.068 -1.283 5.144
N4 -1.309 -0.494 3.129
C24 -2.611 -0.800 2.959
S2 -3.153 -1.216 1.448
C25 -3.360 -0.769 4.207
C26 -4.724 -0.958 4.454
C27 -5.198 -0.915 5.773
C28 -4.307 -0.719 6.854
C29 -2.940 -0.519 6.604
C30 -2.494 -0.570 5.289
H44 -5.395 -1.123 3.609
H45 -6.269 -1.036 5.985
H46 -4.677 -0.728 7.889
H47 -2.221 -0.324 7.396

Output
Spin multiplicity = 5
Largest force on an atom = 3.61 eV Å⁻¹
Gap between HOMO and LUMO (spin up / spin down) = 7.0 / 6.3 eV
Energy relative to the best compared isomer or geometry (same formula, charge and spin) = 645.3 kJ/mol
LUMO (spin up / spin down) = -0.113 / -0.477 eV
Expectation value of S² = 6.0678


No. 3
ORCA calculation (ωB97M-V/def2-TZVPD) on a structure of composition C24H23F6N8O9RuS5.

Positions of all 76 atoms, in Å:
Ru1 -0.030 -0.418 0.923
N1 -1.338 -2.949 3.194
C1 -2.093 -2.697 2.104
N2 -2.054 -1.588 1.411
C2 -2.990 -1.586 0.396
C3 -3.774 -2.687 0.338
S1 -3.334 -3.800 1.576
C4 -3.012 -0.454 -0.518
C5 -3.981 -0.139 -1.408
S2 -3.540 1.268 -2.303
C6 -2.037 1.341 -1.407
N3 -1.919 0.391 -0.520
N4 -1.146 2.335 -1.616
H1 -0.464 -2.428 3.247
H2 -1.267 -3.908 3.489
H3 -4.550 -2.928 -0.369
H4 -4.923 -0.628 -1.586
H5 -1.228 2.876 -2.459
H6 -0.200 2.137 -1.315
C7 0.074 -1.675 -6.295
C8 0.273 -2.064 -4.858
C9 1.008 -3.197 -4.522
C10 1.278 -3.510 -3.200
C11 0.795 -2.680 -2.204
C12 0.018 -1.575 -2.514
C13 -0.241 -1.270 -3.836
S3 1.144 -3.014 -0.496
O1 1.990 -4.169 -0.398
O2 -0.138 -3.082 0.184
N5 1.856 -1.653 0.090
C14 2.917 -1.867 0.936
C15 2.232 -2.324 2.458
O3 2.873 -3.177 3.009
O4 1.201 -1.676 2.715
H7 -0.003 -2.548 -6.942
H8 0.931 -1.088 -6.632
H9 -0.820 -1.065 -6.416
H10 1.381 -3.841 -5.309
H11 1.855 -4.386 -2.934
H12 -0.350 -0.966 -1.709
H13 -0.839 -0.400 -4.084
H14 3.468 -0.956 1.172
H15 3.561 -2.702 0.669
O5 1.565 1.080 2.260
H16 2.295 1.322 1.654
H17 1.910 0.430 2.884
F1 4.189 1.194 -3.125
C16 3.360 0.541 -2.334
F2 2.453 -0.068 -3.102
F3 4.035 -0.386 -1.655
S4 2.464 1.684 -1.150
O6 1.231 0.976 -0.833
O7 2.266 2.901 -1.877
N6 3.351 1.778 0.148
S5 4.525 2.892 0.213
O8 5.247 2.717 1.426
O9 5.225 2.994 -1.025
C17 3.601 4.527 0.468
F4 2.307 4.303 0.771
F5 4.140 5.162 1.511
F6 3.667 5.331 -0.579
N7 -1.720 3.459 2.402
C18 -0.911 2.561 1.789
N8 -1.158 1.334 2.153
C19 -2.183 1.408 3.082
C20 -2.814 0.415 3.829
C21 -3.816 0.805 4.694
C22 -4.193 2.147 4.829
C23 -3.567 3.147 4.112
C24 -2.555 2.755 3.244
H18 -1.685 4.457 2.291
H19 -0.143 2.852 1.092
H20 -2.510 -0.617 3.736
H21 -4.324 0.056 5.289
H22 -4.986 2.404 5.518
H23 -3.849 4.185 4.226

Output
Spin multiplicity = 6
Largest force on an atom = 0.91 eV Å⁻¹
Gap between HOMO and LUMO (spin up / spin down) = 8.5 / 6.1 eV
Energy relative to the best compared isomer or geometry (same formula, charge and spin) = 176.7 kJ/mol
LUMO (spin up / spin down) = 0.083 / -2.350 eV
Expectation value of S² = 8.7618


No. 4
ORCA calculation (ωB97M-V/def2-TZVPD) on an isolated molecule of C2H4O2P2 in a non-equilibrium geometry.

Positions of all 10 atoms, in Å:
C1 1.146 0.682 -1.141
C2 -1.314 -0.044 0.529
O1 0.315 -2.009 -0.254
O2 1.533 -0.011 0.999
P1 2.277 1.157 0.022
P2 0.337 -0.533 -0.068
H1 0.823 1.047 -2.009
H2 -1.512 -0.761 1.425
H3 -1.706 0.875 0.763
H4 -1.899 -0.401 -0.265

Output
Largest force on an atom = 3.94 eV Å⁻¹
Gap between HOMO and LUMO = 9.1 eV
Energy relative to the best compared isomer or geometry (same formula, charge and spin) = 14.5 kJ/mol
LUMO = -0.720 eV


No. 5
ORCA calculation (ωB97M-V/def2-TZVPD) on a structure of composition C3H11N3 in a non-equilibrium geometry.

Positions of all 17 atoms, in Å:
C1 -0.830 1.633 -0.727
N1 -0.881 0.212 -1.125
C2 -0.408 -0.971 0.226
C3 -0.746 -0.587 1.485
H1 -1.840 -0.098 -1.274
H2 -0.775 -1.930 -0.127
H3 -0.907 2.265 -1.612
H4 0.135 1.803 -0.247
H5 -1.635 1.846 -0.025
H6 -0.517 0.397 1.869
H7 -1.240 -1.289 2.142
N2 1.237 -1.028 -0.343
N3 2.000 -0.022 0.308
H8 1.788 -0.029 1.314
H9 1.611 -1.970 -0.471
H10 0.013 -0.025 -1.606
H11 2.996 -0.209 0.214

Output
Largest force on an atom = 3.31 eV Å⁻¹
Gap between HOMO and LUMO = 7.7 eV
Energy relative to the best compared isomer or geometry (same formula, charge and spin) = 522.3 kJ/mol
LUMO = 1.054 eV


No. 6
ORCA calculation (ωB97M-V/def2-TZVPD) on an isolated molecule of C21H21ClN4O2 in a non-equilibrium geometry.

Positions of all 49 atoms, in Å:
C1 4.142 0.509 1.934
N1 4.758 0.027 0.645
C2 6.169 -0.361 0.698
C3 4.213 0.699 -0.553
C4 3.977 -0.250 -1.738
C5 3.143 0.419 -2.851
C6 3.812 1.013 -3.982
C7 3.071 1.598 -5.038
C8 1.689 1.634 -4.936
C9 1.051 1.132 -3.816
N2 -0.285 1.081 -3.496
C10 -0.457 0.438 -2.276
C11 -1.717 0.098 -1.615
N3 -1.779 -0.209 -0.352
C12 -3.092 -0.558 -0.134
C13 -3.595 -1.068 1.210
O1 -5.044 -1.025 1.335
C14 -5.477 -1.047 2.622
C15 -6.740 -0.472 2.819
C16 -7.227 -0.311 4.112
C17 -6.467 -0.782 5.217
Cl1 -7.104 -0.581 6.856
C18 -5.290 -1.445 5.040
C19 -4.792 -1.574 3.750
N4 -3.813 -0.519 -1.233
O2 -2.940 -0.007 -2.206
C20 0.771 0.057 -1.827
C21 1.782 0.505 -2.811
H1 4.445 -0.076 2.794
H2 3.066 0.384 1.838
H3 4.371 1.568 2.126
H4 6.330 -1.183 1.399
H5 6.774 0.461 1.046
H6 6.521 -0.679 -0.267
H7 4.941 1.470 -0.882
H8 3.284 1.262 -0.304
H9 4.963 -0.532 -2.109
H10 3.474 -1.167 -1.450
H11 4.914 0.993 -3.979
H12 3.611 2.020 -5.865
H13 1.097 2.031 -5.734
H14 -1.015 1.494 -4.072
H15 -3.110 -0.451 1.996
H16 -3.256 -2.100 1.371
H17 -7.284 -0.099 1.952
H18 -8.215 0.135 4.253
H19 -4.764 -1.895 5.898
H20 -3.867 -2.089 3.581
H21 0.959 -0.550 -0.965

Output
Largest force on an atom = 3.62 eV Å⁻¹
SMILES string = CN(C)CCc1cccc2[nH]c(-c3nc(COc4ccc(Cl)cc4)no3)cc12
Gap between HOMO and LUMO = 8.1 eV
Energy relative to the best compared isomer or geometry (same formula, charge and spin) = 270.6 kJ/mol
LUMO = 0.059 eV


- What is the largest force on an atom in the second record?
  3.61 eV Å⁻¹